1.
Here is a structure of composition C18H38N4O5PRh in a non-equilibrium geometry from the OMol25 dataset. Energies are from the ωB97M-V functional and the def2-TZVPD basis.

Calculated values
HOMO energy (spin up / spin down) = -7.68 / -7.68 eV
ΔE to the lowest compared entry with this formula, charge and spin = 6.85 kcal/mol
total energy = -47778.059 eV
LUMO energy (spin up / spin down) = -0.355 / -0.356 eV

CARTESIAN COORDINATES (ANGSTROEM)
H 0.59 3.97 1.87
H 1.82 -2.55 0.74
C 3.26 -1.61 -0.39
H -2.56 0.01 3.08
C 0.31 2.70 0.10
H 2.11 2.05 1.19
C -0.89 1.38 2.65
H 1.81 1.20 -0.34
O -0.77 -0.78 -2.51
P -0.91 1.42 0.76
N 2.28 -7.09 -1.06
H -0.90 3.50 -1.54
H 0.90 4.75 0.32
H -2.59 3.97 -0.23
H -2.28 0.53 -1.56
H 1.98 -8.04 -0.85
C 0.56 1.41 3.13
H 2.39 2.86 -0.34
C 2.98 -1.78 -1.89
C -2.79 1.46 -1.32
H 3.08 -7.15 -1.67
H -4.19 3.32 0.08
C 0.24 4.04 0.84
H 1.22 -6.23 -2.72
O 2.06 -4.70 -0.04
H 0.84 3.53 -1.80
C 1.74 2.16 0.18
C 1.34 -1.12 -3.64
N 1.82 -1.20 -2.27
C 1.21 -6.29 -1.64
H -2.41 2.24 -1.97
N -0.45 0.01 0.25
O 3.78 -2.34 -2.62
H -1.25 3.51 3.04
H 2.47 -5.58 0.11
H -0.76 4.48 0.85
N 2.03 -1.60 0.42
H -1.10 -0.78 2.48
H -3.75 1.10 1.96
H -3.09 3.59 1.42
C -3.63 0.87 0.91
H 0.56 1.22 4.21
C -1.64 2.53 3.32
H -1.52 2.43 4.41
C -2.67 1.82 0.18
O -0.75 -1.12 -4.73
C 1.26 -4.86 -1.11
C -3.14 3.26 0.39
H 0.24 -6.69 -1.35
C 0.02 2.94 -1.39
H 2.11 -1.00 1.23
H -0.05 2.00 -1.94
C -0.20 -1.03 -3.65
H -1.17 -0.15 4.14
H -3.85 1.34 -1.55
H 1.71 -0.21 -4.13
H -4.61 0.95 0.44
H 1.67 -1.97 -4.22
C -1.48 0.03 3.10
H 1.15 0.62 2.66
H 1.05 2.36 2.97
O 0.65 -3.94 -1.58
H 3.96 -2.39 -0.08
Rh 0.48 -1.09 -0.93
H -2.71 2.52 3.12
H 3.75 -0.64 -0.28
H -3.30 -0.17 0.80

2.
Here is a cluster of 5 separate species, C18H38N4O8S in total in a non-equilibrium geometry from the OMol25 dataset. Energies are from the ωB97M-V functional and the def2-TZVPD basis.

Calculated values
HOMO energy = -8.67 eV
total energy = -52458.189 eV
LUMO energy = 0.330 eV

CARTESIAN COORDINATES (ANGSTROEM)
C -5.19 2.01 1.26
H -1.99 2.40 2.11
H 1.94 -0.82 -0.33
H 1.14 0.71 5.56
H -4.17 4.31 1.29
C -0.08 -1.39 -0.76
H -5.66 2.67 1.99
H 1.00 -5.77 -1.71
H -0.20 -0.40 7.31
H -2.16 7.25 -3.83
H -2.17 5.53 -4.28
H -3.52 5.08 -2.24
O -0.60 -1.83 -1.79
C -2.73 6.33 -3.78
H -2.40 8.59 -1.96
O -3.44 0.51 1.92
H 1.76 -2.37 -1.16
H -1.38 0.91 7.17
H -1.59 8.23 -0.43
H 1.37 -2.25 0.56
H 1.04 -4.66 -4.63
O 7.17 -8.67 -2.73
H -2.52 0.86 5.14
C -2.61 6.57 -1.27
H -3.68 6.47 -4.29
C 1.34 -1.73 -0.39
H -1.72 -0.41 -0.23
H 4.48 -5.57 -2.20
H 5.29 -4.05 -2.78
C -3.15 4.11 1.60
N -2.99 5.93 -2.41
H -2.07 2.52 5.64
H -0.89 7.65 -1.94
H 6.87 -5.30 -1.47
H 5.54 -6.83 -4.08
H -0.41 1.09 1.24
H 0.62 -3.72 -3.20
C -3.79 1.67 1.69
H -2.94 4.65 2.53
H 0.24 1.25 7.80
C 2.66 -4.24 -3.21
H -2.47 4.46 0.84
C 5.90 -5.84 -3.77
H 6.24 -5.31 -4.67
H 1.30 -6.75 -3.17
C -0.33 0.66 7.08
C 0.78 -5.86 -2.78
H -5.18 2.49 0.28
C -1.96 1.75 4.87
C -0.50 1.42 4.68
H -5.78 1.10 1.20
S 7.28 -5.96 -2.58
H -0.98 -0.34 2.13
O 2.85 -3.51 -2.27
O 3.68 -4.79 -3.94
O 0.06 1.58 3.61
H -2.34 2.13 3.93
N -2.91 2.69 1.83
C 7.44 -7.76 -1.98
O -2.91 6.10 -0.17
N -0.78 -0.59 0.08
C -1.82 7.84 -1.41
N 0.18 0.92 5.75
O 7.82 -7.80 -0.84
C -0.34 0.00 1.32
C 4.80 -4.99 -3.08
H -0.30 -6.02 -2.93
H 0.69 -0.26 1.55
C 1.20 -4.59 -3.54

3.
Here is a structure of composition C18H38N5OPSSbSe5Tc from the OMol25 dataset. Energies are from the ωB97M-V functional and the def2-TZVPD basis.

Calculated values
HOMO energy = -13.05 eV
ΔE to the lowest compared entry with this formula, charge and spin = 13.91 kcal/mol
total energy = -384361.157 eV
LUMO energy = -6.616 eV
net charge = +2

CARTESIAN COORDINATES (ANGSTROEM)
Se -0.81 -5.46 0.12
H -3.98 -1.01 -1.61
C 4.92 1.88 -1.39
H 6.98 2.58 -1.36
P -3.72 0.55 0.25
H 3.55 2.53 -2.92
N -6.42 0.76 -0.03
H 3.40 -2.80 -1.34
N -5.09 2.71 -0.70
H 5.28 -1.31 -0.54
C -3.78 1.47 4.06
C -2.11 0.56 5.78
H -7.18 0.64 -1.96
C 7.55 -2.80 -0.73
Tc -1.97 -0.26 1.43
Se -0.61 -3.57 1.45
C 2.34 -0.70 0.00
C -3.92 0.08 -1.52
C -6.31 2.22 -0.04
H 2.25 1.79 -0.87
C 6.10 -3.28 -0.81
H 6.56 1.65 -2.79
H 5.81 -3.40 -1.86
H -1.17 0.03 5.85
H 1.67 1.12 -2.41
H 5.99 3.30 -2.63
S 1.39 0.24 1.16
H 7.87 -2.69 0.30
H -6.34 2.60 0.98
Se 0.06 -2.41 -2.13
H 4.59 2.62 -0.65
H -5.56 -0.93 0.85
H 7.67 -1.84 -1.23
H -2.04 1.55 6.23
N 2.75 -1.88 0.42
C -5.43 0.15 0.84
H -6.37 -0.82 -1.39
H -4.12 2.49 -2.54
H -3.03 0.40 -2.08
H -2.89 0.02 6.33
Se -0.49 0.77 0.04
H 4.10 0.88 -3.12
C -2.56 0.69 4.37
H -3.61 2.51 4.35
H -4.02 1.42 3.00
H -4.61 1.11 4.66
H 3.54 -3.76 0.10
C -6.33 0.27 -1.40
N 2.70 -0.22 -1.17
C 2.51 1.14 -1.70
Se -2.50 -2.35 0.75
C -5.04 2.16 -2.05
H 5.38 -2.25 0.94
C 3.69 -2.75 -0.29
O -1.89 0.14 3.47
H 3.21 -0.85 -1.78
C 6.18 2.38 -2.08
H -5.56 0.51 1.87
N -5.11 0.70 -2.09
H 8.22 -3.51 -1.22
H -7.17 2.62 -0.58
H -3.01 2.78 -0.44
H 2.36 -2.20 1.30
C 3.79 1.62 -2.37
H -5.88 2.55 -2.61
C 5.14 -2.32 -0.13
H 6.01 -4.27 -0.35
Sb -0.23 -4.74 -2.28
H 5.15 0.97 -0.83
H -3.94 2.85 1.05
C -3.90 2.38 0.07

4.
Here is a structure of composition C18H39AlBrCl2CsF2N6O16PS2 in a non-equilibrium geometry from the OMol25 dataset. Energies are from the ωB97M-V functional and the def2-TZVPD basis.

Calculated values
HOMO energy = -4.72 eV
total energy = -199595.780 eV
LUMO energy = -3.391 eV
net charge = -1

CARTESIAN COORDINATES (ANGSTROEM)
O -5.92 -3.39 -1.41
S -9.51 -1.43 -1.40
S -2.28 -1.32 3.38
H 2.29 1.07 -1.02
O -3.07 -6.23 -4.01
H 6.41 4.02 -2.27
C 4.41 9.21 -1.96
C -2.84 -3.60 5.28
H 3.86 1.15 -1.75
N 3.82 7.90 -2.16
Cl -4.55 -3.26 -0.95
H 4.72 1.46 -3.52
H 5.94 5.19 -4.07
C -1.51 -4.70 2.55
H 2.93 3.40 -1.16
H -0.86 -0.99 5.75
C 2.28 0.59 -3.11
O -9.76 -2.87 -1.58
H -1.06 -5.51 1.98
O -1.28 -5.03 -3.05
O -0.69 -7.20 8.70
Br -6.02 -7.86 6.39
H 2.66 0.94 -4.07
H 2.92 4.65 -3.20
F -0.48 -3.84 2.89
N -3.77 -2.90 6.01
C 5.10 4.62 -4.46
H 4.92 4.86 -1.75
C 5.06 2.41 -5.46
H -2.62 -6.22 3.48
H 4.02 2.24 -5.74
H 6.56 3.92 -5.90
O -8.44 -1.18 -0.43
H 3.71 9.87 -1.47
Al -6.29 -2.80 0.91
O -2.44 -4.13 -4.89
H -1.36 -5.55 4.50
C 2.57 7.48 -1.81
O -3.56 -3.77 -1.79
H -2.22 -4.21 1.90
N -3.21 -4.47 4.40
Cs -2.01 0.21 -0.46
C 2.81 1.39 -1.93
H 1.53 3.10 -2.13
C -3.16 -6.80 6.66
H 5.00 4.27 -6.62
H 5.15 3.13 -1.40
H 1.19 0.65 -3.16
O -4.35 -1.86 -0.63
O -10.75 -0.83 -0.90
H 5.66 1.68 -6.00
O 2.19 6.34 -2.04
O -2.18 -5.96 9.67
H 4.38 7.19 -2.61
H -4.78 -5.85 4.04
H -1.32 -3.26 6.46
C -3.86 -6.12 5.94
H -2.41 -7.12 7.35
C 5.24 2.30 -3.96
H -3.93 -3.11 6.97
H 1.50 9.35 -1.79
H 4.69 9.65 -2.92
O -9.12 -0.88 -2.70
F -1.49 -1.28 0.62
H 2.80 3.22 -4.21
O -1.04 -6.00 -5.18
Cl -1.96 -5.35 -4.28
H 0.72 8.00 -0.93
H 5.31 9.13 -1.34
C 2.61 2.90 -2.07
H 0.27 -2.15 4.26
O -4.58 -3.96 0.39
C 3.20 3.60 -3.28
P -1.02 -1.89 4.70
H 6.30 2.25 -3.69
C 5.48 3.86 -5.74
C 1.67 8.49 -1.14
H -5.17 -4.67 5.25
H 2.10 8.83 -0.20
H -4.22 -2.12 5.57
C -4.38 -5.30 4.87
O -0.09 -5.40 9.75
N 4.70 3.59 -3.41
H 4.26 5.30 -4.61
N -1.46 -3.39 5.46
C 5.34 3.93 -2.11
H 2.55 -0.46 -3.02
N -0.98 -6.18 9.39
C -2.13 -5.30 3.78